Arrangement A

Molecular formula: C5H9N3O
Method: DFT, ωB97M-V/def2-TZVPD

```
18
C5H9N3O ωB97M-V/def2-TZVPD
C -1.990 -2.459 -0.580
C -1.191 -1.725 -0.044
C -0.263 -0.768 0.582
N -0.917 0.489 0.944
C 0.945 -0.511 -0.374
N 0.634 0.176 -1.608
C 1.997 0.237 0.357
N 2.859 0.801 0.888
H -2.704 -3.099 -1.068
H 0.138 -1.227 1.498
H -1.714 0.671 0.341
H -1.269 0.451 1.895
H 1.385 -1.489 -0.619
H 0.023 -0.391 -2.188
H 0.184 1.072 -1.431
O 0.470 2.858 0.239
H 0.006 2.090 0.637
H 1.409 2.824 0.531
```

Summary:
HOMO level   -10.08 eV
SMILES   C#C[C@H](N)[C@@H](N)C#N.O
Lowest unoccupied orbital energy   0.50 eV

natural (NBO) population analysis, charges in e, atoms 1 to 2: -0.22, -0.04


Arrangement B

Molecular formula: C5H9N3O
Method: DFT, ωB97M-V/def2-TZVPD

```
18
C5H9N3O ωB97M-V/def2-TZVPD
H 0.564 2.928 -0.917
N 0.025 2.412 -0.077
C 0.545 1.366 0.388
N 1.767 0.872 -0.066
N 1.921 -0.444 0.512
C 1.340 -1.495 -0.341
C -0.124 -1.486 -0.010
C -1.352 -1.251 -0.156
C -2.593 -0.596 0.263
O -2.565 0.812 -0.182
H 0.131 0.454 1.205
H 1.928 1.100 -1.039
H 2.914 -0.598 0.866
H 1.644 -1.206 -1.402
H 1.837 -2.619 -0.263
H -3.563 -0.834 -0.302
H -2.748 -0.593 1.454
H -1.671 1.177 0.068
```

Summary:
HOMO level   -9.49 eV
SMILES   [H]/N=C\NNCC#CCO
Lowest unoccupied orbital energy   0.59 eV

natural (NBO) population analysis, charges in e, atoms 1 to 2: 0.35, -0.73


Result of the stability comparison: arrangement B is the least stable of them.


Arrangement A

Molecular formula: C14H42O7
Method: DFT, ωB97M-V/def2-TZVPD

```
63
C14H42O7 ωB97M-V/def2-TZVPD
C -0.449 -2.967 5.020
C -0.571 -1.461 5.053
O -0.833 -0.884 3.773
H -0.191 -3.378 5.995
H 0.336 -3.263 4.314
H -1.369 -3.430 4.657
H 0.340 -0.991 5.435
H -1.409 -1.176 5.688
H -0.141 -1.156 3.163
C -0.292 -3.798 1.187
C 0.436 -2.476 1.001
O 1.472 -2.374 2.006
H -0.882 -4.040 0.299
H -1.007 -3.710 2.006
H 0.389 -4.619 1.399
H -0.260 -1.663 1.198
H 0.868 -2.359 0.009
H 2.283 -2.687 1.598
C 1.887 5.259 -1.708
C 1.948 4.741 -3.139
O 2.573 3.450 -3.137
H 1.631 4.435 -1.045
H 1.135 6.047 -1.633
H 2.839 5.703 -1.424
H 2.539 5.433 -3.746
H 0.947 4.667 -3.570
H 3.180 3.412 -3.879
C -3.863 2.659 -4.300
C -3.393 1.290 -3.864
O -3.638 1.162 -2.466
H -4.952 2.716 -4.340
H -3.518 2.863 -5.317
H -3.476 3.427 -3.633
H -2.321 1.174 -4.065
H -3.910 0.498 -4.417
H -3.231 0.344 -2.158
C 0.997 1.131 0.240
C -0.049 1.000 -0.859
O 0.481 1.171 -2.164
H 0.749 0.471 1.073
H 1.158 2.163 0.536
H 1.948 0.731 -0.132
H -0.802 1.776 -0.677
H -0.524 0.023 -0.826
H 0.948 2.015 -2.184
C -1.426 -3.168 -2.485
C -2.942 -3.241 -2.677
O -3.567 -2.056 -2.220
H -0.955 -4.147 -2.517
H -1.224 -2.707 -1.510
H -0.971 -2.448 -3.169
H -3.339 -4.131 -2.179
H -3.172 -3.367 -3.738
H -4.048 -2.232 -1.409
C 3.921 1.394 3.409
C 3.577 -0.068 3.453
O 2.204 -0.208 3.775
H 3.835 1.831 4.405
H 3.234 1.894 2.731
H 4.955 1.516 3.083
H 4.226 -0.615 4.150
H 3.779 -0.505 2.461
H 1.910 -1.074 3.471
```

Summary:
HOMO level   -9.62 eV
SMILES   CCO.CCO.CCO.CCO.CCO.CCO.CCO
Lowest unoccupied orbital energy   0.48 eV

natural (NBO) population analysis, charges in e, atoms 1 to 2: -0.64, -0.07


Arrangement B

Molecular formula: C14H42O7
Method: DFT, ωB97M-V/def2-TZVPD

```
63
C14H42O7 ωB97M-V/def2-TZVPD
C 3.923 -2.577 4.905
C 4.776 -2.837 6.132
O 4.106 -2.914 7.384
H 3.140 -1.857 5.143
H 3.403 -3.478 4.578
H 4.456 -2.280 4.002
H 5.389 -1.937 6.174
H 5.356 -3.755 6.033
H 3.260 -2.478 7.262
C -5.464 -2.946 5.466
C -5.956 -4.416 5.372
O -7.226 -4.593 5.874
H -5.634 -2.586 6.481
H -5.871 -2.221 4.761
H -4.405 -3.011 5.217
H -5.279 -5.159 5.793
H -6.111 -4.557 4.302
H -7.168 -5.524 6.101
C -4.164 4.779 -5.974
C -3.143 3.840 -5.410
O -2.638 4.492 -4.304
H -3.597 5.625 -6.363
H -4.905 5.146 -5.263
H -4.676 4.388 -6.853
H -2.399 3.600 -6.169
H -3.697 2.945 -5.125
H -2.244 5.323 -4.578
C 0.299 -0.374 -8.242
C -0.123 0.081 -9.641
O -1.480 0.351 -9.712
H -0.148 -1.338 -8.000
H 0.006 0.235 -7.387
H 1.385 -0.429 -8.306
H 0.182 -0.819 -10.175
H 0.498 0.963 -9.802
H -2.087 -0.324 -9.399
C 2.719 5.975 6.468
C 2.211 5.606 7.890
O 0.836 5.934 7.962
H 2.360 5.323 5.672
H 3.803 5.870 6.414
H 2.201 6.835 6.044
H 2.687 6.144 8.709
H 2.290 4.530 8.051
H 0.769 6.888 8.043
C 3.495 -5.361 -4.842
C 3.156 -4.085 -4.103
O 1.796 -4.125 -3.686
H 3.916 -6.111 -4.172
H 4.403 -5.134 -5.401
H 2.689 -5.693 -5.496
H 3.337 -3.132 -4.600
H 3.704 -4.038 -3.162
H 1.570 -3.268 -3.317
C -0.518 1.156 1.035
C 0.641 0.671 0.219
O 0.200 0.347 -1.070
H -0.938 0.379 1.674
H -1.283 1.719 0.500
H -0.063 1.824 1.767
H 1.076 -0.211 0.690
H 1.294 1.528 0.051
H -0.116 1.070 -1.617
```

Summary:
HOMO level   -9.92 eV
SMILES   CCO.CCO.CCO.CCO.CCO.CCO.CCO
Lowest unoccupied orbital energy   0.43 eV

natural (NBO) population analysis, charges in e, atoms 1 to 2: -0.64, -0.06


Result of the stability comparison: arrangement B is the least stable of them.


Arrangement A

Molecular formula: C14H42O7
Method: DFT, ωB97M-V/def2-TZVPD

```
63
C14H42O7 ωB97M-V/def2-TZVPD
C -7.885 2.673 2.420
C -7.014 1.975 3.479
O -6.685 2.725 4.619
H -8.791 3.016 2.920
H -8.342 2.124 1.598
H -7.438 3.605 2.073
H -6.128 1.499 3.059
H -7.569 1.085 3.774
H -7.341 2.401 5.241
C -7.870 -4.019 -1.341
C -9.057 -4.942 -1.614
O -9.893 -4.401 -2.639
H -7.639 -3.578 -2.311
H -7.070 -4.455 -0.744
H -8.190 -3.178 -0.726
H -9.575 -5.206 -0.692
H -8.662 -5.867 -2.033
H -10.759 -4.812 -2.689
C 7.561 -6.158 -2.886
C 6.684 -7.111 -2.156
O 5.957 -6.449 -1.060
H 7.091 -5.567 -3.672
H 8.518 -6.584 -3.188
H 7.871 -5.400 -2.166
H 7.262 -7.928 -1.726
H 5.887 -7.490 -2.796
H 5.437 -5.782 -1.514
C -1.709 6.580 1.335
C -1.896 6.771 2.887
O -3.246 6.965 3.276
H -2.294 7.392 0.903
H -2.370 5.760 1.054
H -0.755 6.583 0.807
H -1.395 7.672 3.239
H -1.500 5.869 3.353
H -3.614 6.179 3.687
C 5.673 -1.705 -8.748
C 4.555 -0.945 -8.085
O 4.061 -1.955 -7.165
H 6.026 -1.149 -9.616
H 5.400 -2.711 -9.069
H 6.543 -1.845 -8.106
H 3.832 -0.641 -8.842
H 4.933 -0.060 -7.573
H 4.073 -2.782 -7.653
C 0.099 -0.075 0.389
C -0.202 -1.527 0.212
O 0.975 -2.156 -0.392
H 1.105 0.123 0.759
H -0.414 0.209 1.308
H 0.022 0.492 -0.538
H -1.074 -1.656 -0.430
H -0.377 -2.054 1.150
H 0.903 -2.076 -1.346
C 7.098 4.969 7.101
C 5.830 4.120 6.613
O 5.600 4.348 5.269
H 7.309 4.642 8.119
H 6.952 6.042 7.225
H 7.990 4.872 6.482
H 4.989 4.546 7.159
H 5.804 3.049 6.813
H 4.718 3.979 5.191
```

Summary:
HOMO level   -10.17 eV
SMILES   CCO.CCO.CCO.CCO.CCO.CCO.CCO
Lowest unoccupied orbital energy   0.55 eV

natural (NBO) population analysis, charges in e, atoms 1 to 2: -0.65, -0.07


Arrangement B

Molecular formula: C14H42O7
Method: DFT, ωB97M-V/def2-TZVPD

```
63
C14H42O7 ωB97M-V/def2-TZVPD
C -0.310 10.652 5.624
C -1.658 11.358 5.441
O -1.414 12.669 5.065
H 0.490 10.966 4.953
H -0.492 9.619 5.327
H 0.212 10.809 6.567
H -2.231 11.381 6.367
H -2.339 11.032 4.655
H -2.322 12.951 4.928
C -0.083 16.193 6.571
C -1.164 16.892 5.723
O -2.469 16.351 6.035
H 0.841 16.770 6.538
H 0.124 15.210 6.147
H -0.290 15.991 7.622
H -0.992 16.635 4.678
H -1.126 17.955 5.959
H -2.976 16.720 5.307
C 6.625 16.112 6.864
C 6.318 14.846 7.526
O 6.589 15.030 8.928
H 7.700 16.293 6.862
H 6.208 16.850 7.551
H 6.119 16.043 5.901
H 7.004 14.097 7.130
H 5.277 14.522 7.555
H 6.440 14.149 9.279
C 3.052 8.779 10.475
C 2.004 9.717 10.719
O 2.565 10.956 10.875
H 2.608 7.786 10.545
H 3.975 8.857 11.049
H 3.540 8.882 9.506
H 1.364 9.442 11.558
H 1.392 9.699 9.817
H 2.896 11.219 10.013
C 5.478 10.702 5.455
C 4.027 10.615 5.052
O 3.304 10.274 6.157
H 6.142 11.256 4.791
H 5.838 9.686 5.620
H 5.600 11.295 6.361
H 3.807 9.833 4.325
H 3.708 11.616 4.761
H 2.920 9.394 6.137
C 6.539 12.220 12.066
C 5.445 12.060 11.051
O 5.752 12.319 9.713
H 7.239 11.394 12.194
H 6.104 12.487 13.029
H 7.117 13.121 11.861
H 4.714 12.805 11.364
H 4.969 11.084 11.148
H 5.112 11.885 9.145
C 2.254 13.698 9.097
C 2.155 12.458 8.172
O 3.328 11.734 8.291
H 1.329 14.234 9.311
H 2.848 14.304 8.413
H 2.826 13.340 9.953
H 2.032 12.837 7.158
H 1.256 11.875 8.371
H 3.336 11.230 7.474
```

Summary:
HOMO level   -9.44 eV
SMILES   CCO.CCO.CCO.CCO.CCO.CCO.CCO
Lowest unoccupied orbital energy   0.23 eV

natural (NBO) population analysis, charges in e, atoms 1 to 2: -0.65, -0.06


Result of the stability comparison: arrangement A is the least stable of them.


Arrangement A

Molecular formula: C3H12N2O
Method: DFT, ωB97M-V/def2-TZVPD

```
18
C3H12N2O ωB97M-V/def2-TZVPD
N -1.561 1.059 1.475
C -0.412 0.803 0.529
C -0.347 -0.727 0.231
C 0.968 -1.359 -0.509
N 0.758 -2.728 -0.579
H -2.286 0.337 1.527
H -2.115 1.896 1.213
H -0.454 1.268 -0.452
H 0.471 1.165 1.108
H -1.306 -1.001 -0.296
H -0.507 -1.323 1.203
H 1.014 -0.946 -1.663
H 1.833 -0.972 0.015
H 1.488 -3.244 -0.219
H 0.700 -3.088 -1.502
O 0.380 3.300 -0.614
H 1.232 2.993 -0.245
H 0.143 2.567 -1.223
```

Summary:
HOMO level   -9.12 eV
SMILES   NCCCN.O
Lowest unoccupied orbital energy   0.78 eV

natural (NBO) population analysis, charges in e, atoms 1 to 2: -0.85, -0.21


Arrangement B

Molecular formula: C3H12N2O
Method: DFT, ωB97M-V/def2-TZVPD

```
18
C3H12N2O ωB97M-V/def2-TZVPD
C -0.602 -1.976 -0.509
N -0.812 -0.519 -0.775
C -0.033 -0.226 -2.301
O -0.351 -1.114 -3.146
H -1.105 -2.561 -1.340
H -1.048 -2.248 0.468
H 0.466 -2.261 -0.506
H -0.401 0.058 0.006
H -1.854 -0.300 -1.032
H 1.046 -0.255 -1.847
H -0.352 0.764 -2.466
C 0.401 1.883 2.224
N 0.845 0.810 1.289
H -0.445 1.533 2.948
H 1.228 2.201 2.882
H -0.028 2.761 1.645
H 1.471 0.182 1.780
H 1.573 1.268 0.679
```

Summary:
HOMO level   -7.63 eV
SMILES   C[NH2+]C[O-].CN
Lowest unoccupied orbital energy   0.51 eV

natural (NBO) population analysis, charges in e, atoms 1 to 2: -0.44, -0.68


Arrangement C

Molecular formula: C3H12N2O
Method: DFT, ωB97M-V/def2-TZVPD

```
18
C3H12N2O ωB97M-V/def2-TZVPD
C -1.127 2.796 1.502
C 0.188 2.063 1.738
O 0.252 0.828 1.082
H -1.173 3.021 0.416
H -1.259 3.684 2.024
H -1.879 2.105 1.816
H 1.062 2.695 1.269
H 0.139 1.803 2.763
H 0.301 0.062 1.672
N -0.611 -1.640 -1.119
C 0.442 -2.114 -2.000
N 1.647 -2.509 -1.180
H -0.499 -0.720 -0.746
H -1.499 -1.548 -1.692
H 0.726 -1.374 -2.811
H -0.048 -2.972 -2.410
H 2.251 -3.097 -1.769
H 1.088 -3.082 -0.557
```

Summary:
HOMO level   -9.34 eV
SMILES   CCO.NCN
Lowest unoccupied orbital energy   1.04 eV

natural (NBO) population analysis, charges in e, atoms 1 to 2: -0.62, -0.05


Arrangement D

Molecular formula: C3H12N2O
Method: DFT, ωB97M-V/def2-TZVPD

```
18
C3H12N2O ωB97M-V/def2-TZVPD
N -1.078 -0.145 2.399
C -0.706 -0.321 0.992
C 0.527 0.512 0.692
C 0.900 0.596 -0.772
N 2.244 1.115 -0.968
H -0.358 -0.495 3.017
H -1.916 -0.676 2.603
H -0.475 -1.352 0.703
H -1.556 0.017 0.402
H 1.393 0.135 1.223
H 0.375 1.511 1.113
H 0.816 -0.390 -1.229
H 0.143 1.174 -1.318
H 2.384 1.993 -0.482
H 2.371 1.311 -1.952
O -1.564 -1.315 -1.982
H -1.797 -2.135 -1.532
H -1.702 -1.535 -2.909
```

Summary:
HOMO level   -8.97 eV
SMILES   NCCCN.O
Lowest unoccupied orbital energy   0.65 eV

natural (NBO) population analysis, charges in e, atoms 1 to 2: -0.83, -0.21


Result of the stability comparison: arrangement B is the least stable of them.


Arrangement A

Molecular formula: C3H12N2O
Method: DFT, ωB97M-V/def2-TZVPD

```
18
C3H12N2O ωB97M-V/def2-TZVPD
N 2.217 0.441 -0.556
C 1.362 -0.664 -0.118
C -0.112 -0.517 -0.505
C -1.102 -1.326 0.300
N -2.479 -0.996 -0.238
H 1.887 1.312 -0.913
H 3.026 0.528 0.032
H 1.418 -0.723 0.969
H 1.808 -1.540 -0.596
H -0.185 0.579 -0.428
H -0.321 -0.574 -1.582
H -1.038 -1.065 1.343
H -0.916 -2.389 0.151
H -3.051 -1.840 -0.209
H -2.902 -0.515 0.556
O -0.184 3.306 0.573
H 0.581 3.325 -0.007
H -0.010 2.658 1.228
```

Summary:
HOMO level   -8.94 eV
SMILES   NCCCN.O
Lowest unoccupied orbital energy   0.83 eV

natural (NBO) population analysis, charges in e, atoms 1 to 2: -0.88, -0.21


Arrangement B

Molecular formula: C3H12N2O
Method: DFT, ωB97M-V/def2-TZVPD

```
18
C3H12N2O ωB97M-V/def2-TZVPD
C -1.351 -0.211 -0.153
N -2.030 0.967 -0.539
O -1.518 -0.563 1.273
H -1.183 0.184 1.787
H -1.610 1.820 -0.188
H -3.030 0.973 -0.357
H -1.790 -1.065 -0.672
H 0.155 0.453 -0.398
C 1.751 -1.077 0.398
C 1.117 1.257 -0.535
N 0.671 -1.796 0.152
H 0.520 -2.183 -0.767
H -0.094 -1.791 0.828
H 2.548 -1.043 -0.326
H 1.861 -0.632 1.373
H 0.500 2.101 -0.863
H 1.685 1.581 0.336
H 1.801 1.025 -1.350
```

Summary:
HOMO level (alpha / beta)   -6.75 / -5.94 eV
Lowest unoccupied orbital energy (alpha / beta)   0.88 / 0.33 eV

natural (NBO) population analysis, charges in e, atoms 1 to 2: 0.00, -0.87


Arrangement C

Molecular formula: C3H12N2O
Method: DFT, ωB97M-V/def2-TZVPD

```
18
C3H12N2O ωB97M-V/def2-TZVPD
C -0.815 2.439 0.895
N -0.242 1.165 0.427
C 0.788 1.311 -0.569
C 1.161 -0.040 -1.175
N 0.315 -0.316 -2.324
H -0.123 3.010 1.524
H -0.998 3.100 0.045
H -1.754 2.236 1.382
H 0.052 0.669 1.260
H 1.702 1.776 -0.173
H 0.370 1.939 -1.350
H 1.003 -0.764 -0.376
H 2.233 -0.026 -1.368
H 0.403 -1.253 -2.679
H -0.626 -0.067 -2.063
O -0.926 -3.827 2.341
H -1.423 -3.509 1.582
H -0.763 -4.763 2.192
```

Summary:
HOMO level   -8.68 eV
SMILES   CNCCN.O
Lowest unoccupied orbital energy   0.82 eV

natural (NBO) population analysis, charges in e, atoms 1 to 2: -0.41, -0.63


Result of the stability comparison: arrangement B is the least stable of them.


Arrangement A

Molecular formula: C3H12N2O
Method: DFT, ωB97M-V/def2-TZVPD

```
18
C3H12N2O ωB97M-V/def2-TZVPD
C -1.306 -1.017 -1.885
N -0.332 -0.316 -0.917
C -0.840 1.036 -0.797
C 0.188 1.942 0.131
N 1.649 1.578 -0.413
H -1.285 -2.094 -1.644
H -2.296 -0.711 -1.860
H -0.984 -1.022 -3.012
H -0.452 -0.841 -0.046
H -1.808 1.028 -0.206
H -1.110 1.436 -1.824
H 0.128 1.785 1.197
H -0.203 2.988 -0.099
H 2.251 2.446 -0.103
H 1.986 0.700 0.024
O 1.342 -3.252 3.590
H 2.223 -2.938 3.564
H 0.851 -2.748 4.298
```

Summary:
HOMO level   -8.91 eV
SMILES   CNCCN.O
Lowest unoccupied orbital energy   0.71 eV

natural (NBO) population analysis, charges in e, atoms 1 to 2: -0.43, -0.62


Arrangement B

Molecular formula: C3H12N2O
Method: DFT, ωB97M-V/def2-TZVPD

```
18
C3H12N2O ωB97M-V/def2-TZVPD
N 0.175 1.022 -1.598
C -0.964 0.534 -0.718
C -0.296 -0.322 0.389
C -1.386 -1.206 0.942
N -0.858 -1.990 2.109
H 0.250 0.259 -2.307
H -0.193 1.800 -2.160
H -1.381 1.467 -0.347
H -1.806 -0.083 -1.165
H 0.284 0.298 1.068
H 0.399 -1.026 -0.080
H -2.149 -0.473 1.252
H -1.824 -1.930 0.223
H -1.124 -2.976 2.184
H 0.207 -2.086 1.920
O 2.854 1.632 -0.785
H 1.930 1.757 -1.080
H 3.268 2.490 -0.661
```

Summary:
HOMO level   -9.27 eV
SMILES   NCCCN.O
Lowest unoccupied orbital energy   0.88 eV

natural (NBO) population analysis, charges in e, atoms 1 to 2: -0.84, -0.22


Result of the stability comparison: arrangement A is the least stable of them.